1.
Density functional theory data (ωB97M-V with the def2-TZVPD basis set) for a 2-piece molecular cluster, C35H30N4O2 overall.

Last column: Löwdin charge in e.
Element x y z (Å)
C 5.2008 -2.0217 2.7963  -0.112
C 4.5348 -2.2096 4.0136  -0.096
C 3.1536 -2.0302 4.0882  -0.048
C 2.4201 -1.6197 2.9539  -0.157
C 0.9547 -1.4941 2.9302  -0.222
N 0.3983 -1.4745 1.7462  0.039
C -0.6929 -1.3380 1.0594  -0.245
C -0.8447 -2.0661 -0.1432  -0.296
N -1.0030 -2.6905 -1.1265  0.076
C 0.2156 -1.4717 4.2036  -0.166
C 0.7503 -0.8154 5.3374  -0.066
C 0.1199 -0.9025 6.5773  -0.095
C -1.0626 -1.6435 6.7016  -0.111
C -1.6433 -2.2335 5.5700  -0.093
C -1.0224 -2.1242 4.3198  -0.029
C 3.1002 -1.4447 1.7354  -0.040
C 4.4811 -1.6179 1.6594  -0.111
H 6.2773 -2.1831 2.7318  0.090
H 5.0823 -2.5003 4.9130  0.098
H 2.6407 -2.2180 5.0319  0.101
H -1.5168 -0.6711 1.3544  0.077
H 1.6882 -0.2617 5.2398  0.112
H 0.5589 -0.3954 7.4406  0.099
H -1.5332 -1.7422 7.6809  0.092
H -2.5837 -2.7822 5.6598  0.097
H -1.4654 -2.5844 3.4345  0.108
H 2.5156 -1.1880 0.8513  0.095
H 4.9913 -1.4412 0.7119  0.080
C 5.6522 1.1163 -0.4628  -0.053
O 5.1591 2.3359 -1.0747  -0.083
C 3.9683 2.2792 -1.7367  -0.247
C 3.6073 3.4040 -2.5208  0.017
C 2.4345 3.3798 -3.2686  -0.009
C 1.5622 2.2868 -3.1802  -0.202
N 0.3372 2.3266 -3.8749  0.072
C -0.8152 1.6814 -3.5095  -0.085
C -1.1501 1.3512 -2.1265  -0.329
C -2.1117 0.2604 -1.9479  -0.058
C -2.7786 0.1435 -0.7735  -0.024
C -4.1295 -0.4163 -0.7570  -0.203
C -5.1506 0.1935 0.0088  -0.027
C -6.4851 -0.1149 -0.2331  -0.084
C -6.8184 -1.0832 -1.1913  -0.085
C -5.8090 -1.7708 -1.8778  -0.077
C -4.4696 -1.4567 -1.6528  -0.032
O -0.6899 2.0154 -1.1750  0.094
N -1.7253 1.9072 -4.4813  -0.034
C -3.1082 1.4604 -4.5416  0.012
C -1.1438 2.6637 -5.4925  0.002
C 0.1157 2.9508 -5.1084  0.023
C 1.9232 1.1628 -2.4230  0.015
C 3.1093 1.1519 -1.6925  0.026
H 6.6396 1.3791 -0.0808  0.097
H 5.0025 0.7941 0.3654  0.078
H 5.7344 0.3124 -1.2116  0.101
H 4.2657 4.2714 -2.5173  0.123
H 2.1749 4.2376 -3.8889  0.111
H -2.2572 -0.4237 -2.7935  0.110
H -2.4297 0.7169 0.0919  0.123
H -4.8685 0.9631 0.7329  0.118
H -7.2681 0.4157 0.3090  0.104
H -7.8651 -1.3097 -1.3934  0.102
H -6.0607 -2.5420 -2.6072  0.105
H -3.6701 -1.9875 -2.1797  0.107
H -3.5701 1.9763 -5.3902  0.098
H -3.1773 0.3773 -4.7150  0.108
H -3.6667 1.7207 -3.6342  0.112
H -1.7019 2.9308 -6.3705  0.132
H 0.8576 3.5476 -5.6034  0.130
H 1.2875 0.2784 -2.4023  0.130
H 3.3737 0.2780 -1.0904  0.105

- Molecular weight: 538.651 g mol⁻¹
- Gap between HOMO and LUMO: 2.990 eV
- E_tot: -46831.798 eV

2.
Density functional theory data (ωB97M-V with the def2-TZVPD basis set) for a 2-piece molecular cluster, C35H31BF6N2 overall.

Last column: Löwdin charge in e.
Element x y z (Å)
F 0.6876 -7.8157 4.2846  0.053
C 1.7786 -7.5078 3.5094  -0.205
C 2.3825 -8.5775 2.8640  -0.030
C 3.5746 -8.3615 2.1704  -0.094
C 4.1392 -7.0834 2.1234  -0.030
C 3.4537 -6.0426 2.7338  -0.235
F 3.9841 -4.7768 2.6457  0.042
C 2.2792 -6.2051 3.4712  -0.019
B 1.6498 -4.9428 4.2435  -0.405
C 0.2878 -5.2507 5.0687  -0.018
C -0.9603 -5.2056 4.4629  -0.220
F -0.9796 -5.2871 3.0764  0.004
C -2.1676 -5.2890 5.1367  -0.037
C -2.1303 -5.5795 6.5057  -0.094
C -0.9089 -5.8078 7.1474  -0.019
C 0.2623 -5.6359 6.4111  -0.206
F 1.4425 -5.9484 7.0338  0.065
C 2.7102 -4.2087 5.2285  -0.025
C 2.5535 -2.8655 5.5745  -0.216
F 1.4604 -2.1827 5.0895  0.023
C 3.4354 -2.1725 6.3982  -0.037
C 4.5039 -2.8649 6.9685  -0.097
C 4.6899 -4.2183 6.6878  -0.023
C 3.8152 -4.8386 5.8019  -0.219
F 4.1008 -6.1516 5.5167  0.059
H 1.3786 -4.1447 3.3398  0.108
H 1.9118 -9.5547 2.9488  0.110
H 4.0677 -9.1977 1.6772  0.097
H 5.0894 -6.8939 1.6307  0.108
H -3.0962 -5.1531 4.5915  0.100
H -3.0541 -5.6517 7.0767  0.096
H -0.8280 -6.1061 8.1958  0.114
H 3.2781 -1.1143 6.5855  0.103
H 5.1964 -2.3600 7.6391  0.096
H 5.4952 -4.8116 7.1187  0.113
C -6.1227 -2.4474 1.7130  -0.051
N -5.2700 -1.4449 1.0950  -0.175
C -5.9895 -0.4941 0.2594  -0.045
C -3.9069 -1.5093 1.1503  -0.199
C -3.2478 -2.7039 1.5349  0.009
C -1.8823 -2.7237 1.7110  0.029
C -1.0599 -1.5892 1.4649  -0.190
C 0.3490 -1.6301 1.6437  0.123
C 1.1510 -0.4531 1.7652  -0.214
C 2.4161 -0.3404 1.1231  0.006
C 3.2110 0.7729 1.2809  -0.005
C 2.7970 1.8519 2.1086  -0.206
N 3.6050 2.9409 2.2812  -0.184
C 4.8000 3.1218 1.4699  -0.059
C 3.4801 3.8572 3.3987  -0.054
C 1.5299 1.7672 2.7485  -0.002
C 0.7356 0.6497 2.5732  -0.014
C -1.7361 -0.4123 1.0090  -0.005
C -3.1048 -0.3713 0.8554  -0.002
H -5.6438 -2.8899 2.5961  0.093
H -7.0616 -1.9680 2.0253  0.095
H -6.3785 -3.2566 1.0063  0.103
H -5.3082 0.1705 -0.2830  0.078
H -6.6100 -1.0320 -0.4787  0.100
H -6.6639 0.1145 0.8841  0.099
H -3.8389 -3.6161 1.6648  0.116
H -1.4058 -3.6445 2.0060  0.103
H 0.8475 -2.5986 1.6271  0.132
H 2.7460 -1.1384 0.4586  0.128
H 4.1847 0.8270 0.7986  0.102
H 4.6237 2.7973 0.4361  0.089
H 5.0674 4.1869 1.4692  0.093
H 5.6460 2.5481 1.8872  0.105
H 2.9883 3.3775 4.2504  0.088
H 4.4890 4.1762 3.6969  0.093
H 2.9151 4.7661 3.1323  0.098
H 1.1840 2.5986 3.3642  0.108
H -0.2338 0.6103 3.0708  0.127
H -1.1508 0.4716 0.7597  0.120
H -3.5919 0.5616 0.5644  0.105

- Molecular weight: 604.447 g mol⁻¹
- Gap between HOMO and LUMO: 4.948 eV
- E_tot: -56757.289 eV

3.
Density functional theory data (ωB97M-V with the def2-TZVPD basis set) for C35H31Cl3N2NaO2P as an isolated structure.

Last column: Löwdin charge in e.
Element x y z (Å)
Na 1.8984 0.2369 1.3161  0.310
C 0.7383 1.5649 3.0815  -0.284
C 2.0696 1.4855 3.5390  -0.276
C 2.3005 0.1637 3.9800  -0.284
C 1.1140 -0.5765 3.7971  -0.273
C 0.1483 0.2820 3.2362  -0.282
C -1.2900 -0.0227 2.9347  -0.071
C 0.9384 -2.0277 4.1293  -0.073
C 3.5702 -0.3407 4.5902  -0.066
C 3.0864 2.5872 3.5795  -0.058
C -0.0022 2.7825 2.6121  -0.059
H -1.5763 0.2782 1.9198  0.056
H -1.9750 0.5010 3.6146  0.067
H -1.5063 -1.0895 3.0280  0.051
H 1.6493 -2.6607 3.5861  0.056
H -0.0677 -2.3745 3.8793  0.046
H 1.0873 -2.2302 5.1960  0.067
H 4.4579 -0.0416 4.0294  0.051
H 3.5872 -1.4313 4.6275  0.062
H 3.7008 0.0212 5.6192  0.068
H 3.9700 2.3613 2.9733  0.073
H 3.4509 2.7676 4.5977  0.068
H 2.6727 3.5290 3.2135  0.051
H 0.6463 3.6601 2.5891  0.053
H -0.8446 3.0242 3.2734  0.067
H -0.4201 2.6629 1.6048  0.058
O 3.8274 0.6777 -2.0302  0.035
C 2.6628 0.3738 -1.8504  -0.693
O 2.0247 0.1858 -0.7639  -0.152
C 1.6833 0.1610 -3.0278  -0.144
P 0.1423 -0.2206 -2.1469  1.004
C 0.2170 -1.8678 -1.4179  -0.287
C 0.3689 -2.9740 -2.2462  -0.084
C 0.4203 -4.2471 -1.7026  -0.085
C 0.2998 -4.4202 -0.3313  -0.077
C 0.1385 -3.3176 0.4946  -0.048
C 0.1031 -2.0427 -0.0467  -0.049
C -1.0853 -0.4752 -3.4949  -0.286
C -2.2524 -1.1926 -3.2224  -0.084
C -3.2781 -1.2589 -4.1474  -0.084
C -3.1619 -0.6055 -5.3676  -0.096
C -2.0111 0.1133 -5.6498  -0.092
C -0.9846 0.1797 -4.7202  -0.078
H 1.9498 -0.7080 -3.6352  0.102
H 1.6218 1.0298 -3.6801  0.091
H 0.4411 -2.8437 -3.3201  0.109
H 0.5556 -5.1034 -2.3513  0.098
H 0.3474 -5.4143 0.0956  0.100
H 0.0741 -3.4357 1.5685  0.101
H 0.0141 -1.1992 0.6263  0.093
H -2.3588 -1.6945 -2.2680  0.113
H -4.1793 -1.8103 -3.9104  0.100
H -3.9698 -0.6467 -6.0868  0.096
H -1.9129 0.6352 -6.5934  0.097
H -0.1048 0.7612 -4.9598  0.091
Cl 6.4023 -2.4651 -0.1526  0.570
C 5.5718 -2.7098 1.3363  -1.361
Cl 5.5862 -4.3266 1.9521  0.540
Cl 7.1784 -1.5901 3.0032  -0.300
C 4.3584 -2.0432 1.4672  -0.351
N 3.3394 -1.5015 1.5570  0.227
N -7.5258 4.8285 -2.3464  0.090
C -6.5257 4.2798 -2.1438  -0.257
C -5.3166 3.6090 -1.9002  -0.275
C -4.0711 4.2560 -2.1060  -0.067
C -2.8947 3.6020 -1.8885  -0.050
C -2.8774 2.2363 -1.4524  -0.252
C -4.1418 1.6041 -1.2238  -0.052
C -5.3117 2.2673 -1.4439  -0.067
C -1.7047 1.5452 -1.2919  -0.072
C -0.6412 0.9136 -1.0983  -0.112
H -4.0621 5.2860 -2.4409  0.104
H -1.9512 4.1081 -2.0472  0.106
H -4.1533 0.5802 -0.8728  0.106
H -6.2563 1.7679 -1.2680  0.104

- Net charge: -2
- Molecular weight: 671.968 g mol⁻¹
- Gap between HOMO and LUMO (spin up / spin down): 4.969 / 4.967 eV
- E_tot: -95145.642 eV

For the records above, the corresponding energy relative to the best compared isomer or geometry (same formula, charge and spin) values read 2.5 33.9 12.6 kcal/mol.